{
  "formula": "C2H2F2O3",
  "method": "ωB97M-V/def2-TZVPD",
  "largest_force_ha_per_bohr": 0.09067,
  "homo_energy_ev": -9.68,
  "charge": 0,
  "e_above_lowest_kcal_mol": 55.6,
  "symbols": ["F", "F", "O", "O", "O", "C", "C", "H", "H"],
  "xyz": [[1.56998, 1.00751, 0.32252], [-2.23222, 0.54955, -1.79288], [0.32080, -0.40831, 1.54488], [-1.87554, 0.45867, 0.28771], [1.58650, -0.94689, -0.30773], [-1.42233, 0.12444, -0.88594], [1.05532, -0.23012, 0.64844], [2.32391, -0.61074, -0.86147], [-1.32640, 0.05588, 1.04447]],
  "atomic_forces_ev_per_a": [[-0.7, 0.9, 1.5], [-1.0, 0.7, -0.3], [-0.1, -0.8, 0.3], [-0.4, -0.3, 0.5], [-0.4, -3.3, 0.4], [1.6, -0.9, 1.5], [2.5, 2.4, -3.1], [-1.0, 0.6, 1.0], [-0.6, 0.7, -1.7]]
}

=====

{
  "formula": "C4H11NS",
  "method": "ωB97M-V/def2-TZVPD",
  "largest_force_ha_per_bohr": 0.11014,
  "homo_energy_ev": -8.23,
  "charge": 0,
  "e_above_lowest_kcal_mol": 44.0,
  "symbols": ["S", "N", "C", "C", "C", "C", "H", "H", "H", "H", "H", "H", "H", "H", "H", "H", "H"],
  "xyz": [[0.48342, -0.89616, -2.62411], [0.12630, 0.00771, 1.35770], [0.97380, 1.20425, 1.65642], [-1.68543, -0.51801, -0.36612], [-0.23513, -0.73672, 0.06378], [0.83727, -0.20487, -0.99398], [0.38158, 1.98777, 2.14653], [-0.06925, -1.76449, 0.33072], [-2.04882, 0.48046, -0.64019], [-0.16744, -0.60221, 2.15997], [-1.93713, -1.33939, -1.13690], [1.72158, -0.55518, -0.74970], [1.18989, 1.62059, 0.68294], [-0.05718, 0.08083, -3.41617], [1.91768, 1.06619, 2.10440], [0.91107, 0.86759, -1.16047], [-2.34221, -0.69836, 0.58518]],
  "atomic_forces_ev_per_a": [[0.1, -0.7, -1.3], [-0.7, -1.5, 1.3], [-2.5, -0.5, -2.1], [-1.7, -2.0, 1.4], [1.8, 4.2, 0.5], [-5.5, 0.7, -1.1], [0.2, -0.3, 0.3], [0.1, -0.6, -0.5], [0.8, -0.1, -0.5], [0.7, 1.4, -1.0], [0.1, 1.6, 1.1], [4.4, -1.6, 1.2], [0.2, 0.3, -0.2], [0.3, -0.1, 1.0], [1.0, -0.7, 0.9], [-0.4, 0.0, 0.6], [1.1, -0.1, -1.6]]
}

=====

{
  "formula": "C25H29FNO2",
  "method": "ωB97M-V/def2-TZVPD",
  "largest_force_ha_per_bohr": 0.04588,
  "homo_energy_ev": -8.69,
  "charge": 1,
  "e_above_lowest_kcal_mol": 38.2,
  "symbols": ["F", "O", "O", "N", "C", "C", "C", "C", "C", "C", "C", "C", "C", "C", "C", "C", "C", "C", "C", "C", "C", "C", "C", "C", "C", "C", "C", "C", "C", "H", "H", "H", "H", "H", "H", "H", "H", "H", "H", "H", "H", "H", "H", "H", "H", "H", "H", "H", "H", "H", "H", "H", "H", "H", "H", "H", "H", "H"],
  "xyz": [[3.65449, -4.07482, -6.80347], [-1.51235, 0.80873, 2.98716], [-1.58048, -0.83711, 1.43131], [-3.36491, 2.22217, 1.32247], [4.44847, -3.85031, -4.56955], [-2.04057, 0.27780, 2.02185], [1.87321, -3.07140, -3.77938], [4.21027, -3.50592, -3.24122], [3.37286, -2.89192, -0.29751], [2.93431, -3.01601, -2.81401], [-1.05492, 5.47094, -0.05498], [2.09407, -3.51169, -5.07824], [-3.18981, 4.25393, -0.01826], [-0.28530, -1.28811, 1.84138], [5.40002, -3.44157, 0.95747], [-1.14145, 2.94213, 0.59141], [-5.31446, 1.58475, 2.54272], [-2.52016, 3.04092, 0.62795], [4.67230, -3.51585, 2.15912], [2.63125, -3.08663, 0.91324], [4.79304, -3.03244, -0.22897], [2.66652, -2.53053, -1.48954], [3.27737, -3.33868, 2.11468], [-4.56553, 2.76507, 1.90780], [-3.31418, 0.77435, 1.35381], [3.38728, -3.86308, -5.47025], [-0.39912, 4.24369, 0.67948], [-4.53169, 0.32323, 2.18141], [-2.24166, 5.03590, -0.91118], [-0.31914, 4.55985, 1.74317], [5.42940, -2.76960, -1.08542], [-0.28681, 6.02678, -0.61616], [0.86510, -2.80952, -3.44943], [-5.39502, 1.71495, 3.62879], [-4.07254, 3.94212, -0.59435], [5.18058, -3.66048, 3.11969], [-4.33060, 3.55702, 2.63844], [5.03571, -3.65582, -2.54273], [0.61877, 4.11255, 0.29084], [1.75474, -1.93888, -1.37109], [0.46985, -0.56611, 1.49553], [-0.61337, 1.99580, 0.77874], [-3.53136, 4.91648, 0.79678], [1.28890, -3.53236, -5.79814], [-2.74219, 5.90916, -1.34287], [-6.32613, 1.53858, 2.12279], [-5.12321, -0.36916, 1.57735], [-0.24267, -1.40125, 2.93207], [6.47308, -3.63377, 0.97132], [-0.17980, -2.24981, 1.33113], [5.45799, -4.07667, -4.90459], [1.54204, -3.04160, 0.85352], [-1.85800, 4.41200, -1.72557], [-5.19662, 3.21223, 1.12666], [-4.21756, -0.22592, 3.07534], [-3.31777, 0.34398, 0.33425], [2.69530, -3.38397, 3.03484], [-1.41752, 6.18587, 0.70242]],
  "atomic_forces_ev_per_a": [[-0.6, 0.0, 2.3], [-0.5, -1.0, -1.4], [0.2, 0.0, -0.2], [-0.9, -1.7, 0.0], [0.1, 0.1, 0.6], [0.6, 1.1, 1.6], [0.3, 0.1, 0.1], [0.1, -0.5, -0.4], [0.7, 0.5, 0.6], [0.2, 0.1, -0.1], [0.2, 0.0, 0.4], [-0.1, 0.0, 0.3], [0.2, 0.2, 0.6], [-0.3, 0.1, 0.0], [0.0, 0.4, 0.1], [-2.1, 0.0, 0.0], [-0.2, 0.3, 0.1], [2.2, 0.7, -0.3], [-0.5, 0.2, -0.6], [0.2, 0.4, -0.5], [-0.1, -0.4, 0.2], [0.1, -1.4, -0.7], [0.1, -0.1, 0.0], [-0.7, 0.3, -0.2], [0.6, 0.3, -0.2], [0.3, 0.8, -1.4], [0.7, 0.8, -0.8], [0.0, -0.5, -0.1], [0.6, 0.1, 0.2], [0.2, -0.5, -0.5], [-0.4, -0.1, 0.7], [-0.3, -0.3, 0.0], [0.3, 0.1, -0.3], [0.0, -0.1, -0.3], [0.2, -0.1, 0.3], [-0.2, -0.1, -0.5], [0.0, -0.3, -0.2], [-0.5, 0.3, -0.5], [0.0, 0.1, 0.2], [-0.1, -0.5, 0.1], [-0.1, -0.3, 0.2], [-0.3, 0.6, 0.4], [-0.2, 0.0, -0.4], [0.0, -0.1, 0.0], [0.0, -0.2, 0.0], [0.2, 0.0, 0.3], [0.0, 0.1, 0.1], [0.1, 0.0, -0.3], [-0.3, 0.3, 0.0], [0.0, 0.2, 0.2], [-0.3, -0.2, 0.0], [0.4, 0.1, 0.2], [-0.3, 0.0, 0.0], [0.0, 0.1, 0.3], [0.0, 0.1, -0.1], [-0.1, 0.2, 0.3], [0.1, -0.1, -0.3], [0.0, -0.2, -0.2]]
}

=====

{
  "formula": "C3H2NP",
  "method": "ωB97M-V/def2-TZVPD",
  "largest_force_ha_per_bohr": 0.06588,
  "homo_energy_ev": [-8.39, -8.44],
  "charge": 0,
  "e_above_lowest_kcal_mol": 95.6,
  "symbols": ["P", "N", "C", "C", "C", "H", "H"],
  "xyz": [[1.76900, -0.25869, 0.70575], [-0.13089, 1.87069, -1.95559], [-0.07483, 0.91035, -1.30661], [-0.18054, -0.23055, -0.59791], [-0.11334, -0.63575, 0.76597], [-0.53845, -1.64769, 1.09553], [-0.73095, -0.00835, 1.29285]],
  "atomic_forces_ev_per_a": [[-1.6, -0.2, -0.2], [0.1, 0.8, -0.8], [-0.2, 0.0, 1.1], [1.1, -1.8, -0.9], [0.1, -2.0, -0.4], [1.3, 0.8, -1.1], [-0.8, 2.4, 2.3]]
}

=====

{
  "formula": "C23H59N3O13",
  "method": "ωB97M-V/def2-TZVPD",
  "largest_force_ha_per_bohr": 0.02679,
  "homo_energy_ev": -9.09,
  "charge": 0,
  "symbols": ["O", "O", "O", "O", "O", "O", "O", "O", "O", "O", "O", "O", "O", "N", "N", "N", "C", "C", "C", "C", "C", "C", "C", "C", "C", "C", "C", "C", "C", "C", "C", "C", "C", "C", "C", "C", "C", "C", "C", "H", "H", "H", "H", "H", "H", "H", "H", "H", "H", "H", "H", "H", "H", "H", "H", "H", "H", "H", "H", "H", "H", "H", "H", "H", "H", "H", "H", "H", "H", "H", "H", "H", "H", "H", "H", "H", "H", "H", "H", "H", "H", "H", "H", "H", "H", "H", "H", "H", "H", "H", "H", "H", "H", "H", "H", "H", "H", "H"],
  "xyz": [[0.53902, -3.76868, 4.32517], [2.03135, 3.46987, -3.47960], [-4.71729, 7.89110, 0.51905], [2.52382, -5.79502, -2.89858], [-0.79921, -2.26614, 1.25962], [-3.09286, 1.67353, -2.67879], [2.06671, -0.61670, -3.57169], [1.50989, -3.10253, -0.25230], [1.20148, 0.28499, 1.28432], [0.69657, 2.82832, 4.72470], [0.90347, -9.69359, -1.95866], [-5.62421, 1.01621, 0.16823], [4.49775, 2.48720, -0.48725], [-3.77721, 4.48029, 1.74383], [-3.68798, 1.99521, -0.49470], [-0.85340, 5.82468, 0.08455], [-3.33693, 1.15848, -1.62028], [-0.61303, 2.87800, -1.65143], [0.26893, -3.19721, 5.59986], [-1.80396, 3.63046, -0.99938], [3.40846, -1.03251, -3.80255], [0.65718, 2.75387, -0.78609], [-3.25859, 3.76259, 1.02635], [-1.30638, -3.58286, 1.43139], [-1.26051, 4.86754, -0.39071], [-2.59766, 2.82941, 0.07570], [1.45120, 3.86191, 5.34892], [0.32223, 0.53685, 2.36340], [-0.33716, -10.39245, -1.96864], [1.30839, -6.54685, -2.88630], [3.36528, 3.04201, -3.73208], [-4.50419, 1.30058, 0.49089], [-3.90747, 0.89535, 1.81256], [1.30701, 1.36187, -0.90676], [0.63449, 0.31372, -0.01835], [-3.26266, -0.33572, -1.41929], [2.89074, -3.34378, -0.51163], [4.26172, 3.15095, 0.75240], [-6.00473, 7.34076, 0.76260], [-0.90471, 1.88756, -1.99756], [1.26991, 0.98699, -1.93760], [1.04036, -3.15008, -1.09093], [-0.80922, -3.22326, 5.73759], [-2.39418, -3.52075, 1.42486], [-1.07419, -9.72558, -2.40919], [1.52302, 3.38025, -4.29071], [1.12012, 4.85132, 5.02481], [-0.02914, -0.41173, 2.79142], [3.83297, 3.65303, -4.50972], [-0.28217, -11.30109, -2.57304], [-3.27739, -0.79675, -2.40986], [3.18380, 3.19902, 0.88750], [3.89062, -0.42941, -4.57661], [-4.11591, -0.71867, -0.85365], [-0.36110, 3.45065, -2.54983], [2.35837, 1.39271, -0.61608], [1.56684, -10.27162, -1.57089], [-0.22449, 2.94505, 4.97633], [1.38951, 3.49089, -1.12400], [1.39706, -7.45802, -3.47821], [-4.71016, 0.49613, 2.43106], [-0.66061, -10.65204, -0.95778], [-0.54888, 1.13527, 2.06877], [0.75110, -0.68108, -0.46866], [-3.12747, 0.14586, 1.64268], [3.41455, -3.28681, 0.43992], [1.48979, -3.74980, 4.18313], [3.94644, -0.89253, -2.86763], [1.39021, 3.80273, 6.43865], [0.84658, 1.09611, 3.14050], [-2.51086, 3.94126, -1.77620], [-2.33940, -0.60491, -0.89592], [-6.73631, 8.07678, 0.43658], [1.56973, -0.73401, -4.38692], [3.30105, -2.58764, -1.18501], [4.66455, 4.16682, 0.74456], [-3.43083, 1.72967, 2.33295], [0.73857, -3.76837, 6.40485], [2.48739, 3.72457, 5.04944], [3.92391, 3.15458, -2.80499], [-1.87169, 2.25193, 0.66442], [0.60341, -2.15807, 5.65318], [-0.98052, -3.99992, 2.38571], [4.69627, 2.59883, 1.58924], [-0.44906, 0.49376, 0.04472], [3.46018, -2.08697, -4.08592], [5.44823, 2.43856, -0.62519], [-0.98443, -4.24390, 0.62142], [0.44058, 2.94698, 0.27268], [-6.15644, 6.41582, 0.19966], [-4.06122, 7.24726, 0.80709], [1.01645, -6.81495, -1.86947], [3.21139, -6.35090, -2.52045], [0.53893, -5.91293, -3.32201], [3.38877, 1.98980, -4.02861], [-6.15601, 7.13505, 1.82546], [3.03015, -4.33202, -0.94799], [0.16533, -2.32313, 1.25297]],
  "atomic_forces_ev_per_a": [[0.0, 0.0, 0.1], [0.0, 0.0, -0.1], [0.0, -0.1, 0.0], [-0.1, -0.1, 0.0], [-0.2, 0.0, 0.0], [0.1, -0.1, 0.1], [0.0, -0.1, -0.1], [0.1, -0.1, 0.0], [-0.1, 0.4, 0.0], [0.0, 0.1, 0.1], [0.0, -0.1, 0.0], [0.1, -0.2, 0.0], [0.1, 0.1, 0.0], [-0.5, 0.6, 0.6], [0.7, -0.8, 0.9], [0.2, 0.4, 0.2], [-0.3, 0.3, -0.4], [0.2, 0.1, 0.1], [0.1, 0.0, -0.1], [0.3, 0.2, -0.1], [-0.1, 0.0, 0.0], [0.3, -0.3, -0.1], [0.6, -0.6, -1.0], [0.1, 0.1, 0.1], [-0.5, -0.6, -0.3], [-0.2, 0.4, 0.0], [-0.1, 0.0, 0.0], [0.1, -0.3, 0.4], [0.1, 0.0, 0.0], [0.1, 0.1, 0.0], [-0.1, 0.0, -0.1], [-0.1, 0.2, -0.3], [0.1, 0.3, 0.1], [-0.4, -0.2, 0.2], [0.1, -0.3, -0.4], [-0.4, -0.1, -0.2], [-0.1, 0.0, 0.0], [0.1, 0.0, -0.1], [0.2, 0.0, 0.0], [-0.2, 0.1, 0.1], [0.1, 0.3, 0.1], [0.0, 0.0, 0.0], [0.0, 0.0, 0.0], [0.0, 0.0, 0.0], [0.0, 0.0, 0.0], [0.1, 0.0, 0.0], [0.0, 0.0, 0.0], [-0.1, 0.2, -0.1], [0.0, 0.0, 0.0], [0.0, 0.0, 0.0], [0.1, 0.1, 0.2], [0.0, 0.0, 0.0], [0.0, 0.0, 0.0], [0.2, 0.1, 0.0], [0.0, -0.2, 0.1], [0.0, 0.1, -0.1], [0.0, 0.0, 0.0], [0.0, 0.0, 0.0], [-0.2, 0.1, 0.2], [0.0, 0.0, 0.0], [0.2, 0.0, -0.1], [0.0, 0.0, 0.0], [0.0, 0.0, -0.1], [0.0, 0.1, 0.1], [-0.1, -0.1, 0.0], [0.0, 0.0, 0.0], [0.0, 0.0, 0.0], [0.0, 0.0, 0.0], [0.0, 0.0, 0.0], [0.1, 0.0, -0.2], [0.1, -0.1, 0.1], [0.0, 0.1, 0.0], [0.0, 0.0, 0.0], [0.0, 0.0, 0.0], [0.0, 0.0, 0.0], [0.0, 0.0, 0.0], [-0.1, -0.1, 0.0], [0.0, 0.0, 0.0], [0.0, 0.0, 0.0], [-0.1, 0.0, 0.0], [-0.1, -0.1, -0.1], [0.0, 0.0, 0.0], [0.0, -0.1, 0.0], [0.0, 0.0, 0.0], [0.0, 0.0, 0.1], [0.0, 0.0, 0.0], [0.0, 0.0, 0.0], [0.0, 0.0, 0.0], [0.0, 0.0, 0.0], [-0.1, 0.0, 0.0], [0.0, 0.0, 0.0], [0.0, 0.0, 0.0], [0.0, 0.0, 0.0], [0.0, 0.0, 0.0], [0.0, 0.0, 0.0], [-0.1, 0.0, 0.0], [0.1, 0.0, 0.0], [0.0, 0.0, -0.2]]
}